2 unconnected molecules or ions with the total composition C2H8N2O at a distorted geometry, computed with the ωB97M-V functional and the def2-TZVPD basis.

Each atom is followed by the atoms it is bonded to, with distances in Å.
Element x y z (Å)
1 C -0.4654 -1.2833 0.1101  N2 1.466, H5 1.082, H6 1.103, H7 1.112
2 N -0.0705 -0.0064 0.7126  C1 1.466, C3 1.268
3 C -0.3268 0.1572 1.9434  N2 1.268, N4 1.389, H8 1.095
4 N -1.0877 -0.6619 2.7684  C3 1.389, H9 1.004, H10 1.004
5 H -0.4871 -1.0486 -0.9463  C1 1.082
6 H -1.4648 -1.5764 0.4726  C1 1.103
7 H 0.2994 -2.0767 0.2579  C1 1.112
8 H 0.0025 1.0397 2.5011  C3 1.095
9 H -1.2767 -1.6018 2.4692  N4 1.004
10 H -0.9527 -0.5129 3.7525  N4 1.004
11 O 1.6509 1.6292 -4.4752  H12 0.958, H13 0.948
12 H 1.5134 2.5110 -4.1274  O11 0.958
13 H 2.2215 1.5797 -5.2301  O11 0.948

Values from the calculation:
* largest force on an atom: 1.5 eV Å⁻¹
* 2S+1: 1
* energy above the lowest of the compared OMol25 structures with the same formula, charge and spin: 35.8 kcal/mol
* HOMO energy: -9.08 eV
* structure (SMILES): C/N=C\N.O
* HOMO-LUMO gap: 10.132 eV